A molecular structure, C35H35BrN4O4S3SbY in a non-equilibrium geometry, computed with the ωB97M-V functional and the def2-TZVPD basis.

E_HOMO: -8.38 eV
multiplicity: 1
LUMO energy: -0.00635 Eh

Atoms and positions in Å:
Y -0.369354 -0.793477 0.569919
C -1.141098 0.657787 6.273435
C -2.115837 -0.326813 6.143551
C -2.431491 -0.843114 4.898135
C -1.759494 -0.367562 3.781875
C -0.781864 0.606554 3.903495
C -0.473740 1.125260 5.151295
N -2.030066 -0.824730 2.441627
N -3.004459 -1.572232 2.313118
C -3.303691 -1.983018 0.971130
C -4.586494 -2.509860 0.844399
C -5.044134 -2.892259 -0.403497
C -4.198736 -2.749018 -1.496671
C -2.914005 -2.241855 -1.325224
C -2.392625 -1.843702 -0.086824
H -0.897946 1.052009 7.251815
H -2.630011 -0.696819 7.021336
H -3.183035 -1.611027 4.781009
H -0.258035 0.956005 3.020995
H 0.292629 1.885364 5.241561
H -5.208559 -2.597214 1.727589
H -6.042757 -3.292120 -0.524510
H -4.540493 -3.036690 -2.485245
H -2.306267 -2.142134 -2.220503
N 2.055232 -2.462875 0.213478
C 1.950460 -3.423675 1.331384
C 1.398838 -2.728790 2.563796
O 1.773548 -3.059396 3.668804
O 0.540802 -1.794981 2.284498
H 2.501065 -2.937039 -0.563869
H 2.711295 -1.730302 0.485635
H 2.899049 -3.890326 1.593991
H 1.245726 -4.210263 1.049355
O -3.200971 3.822199 -3.910472
C -2.650825 2.834899 -3.168291
C -1.862442 1.824173 -3.700721
C -1.338525 0.888626 -2.835234
N -1.543683 0.871800 -1.514413
C -2.319473 1.840762 -1.053283
Br -2.692322 1.826708 0.796036
C -2.893818 2.844634 -1.806948
H -2.949782 3.715096 -4.835257
H -1.638816 1.778842 -4.759993
H -0.697267 0.112199 -3.228961
H -3.507391 3.611179 -1.357468
O 0.445969 1.159782 0.605918
C 1.586755 1.925515 0.458023
C 2.843369 1.072576 0.692710
C 3.932126 0.816457 -0.092057
C 4.892361 -0.030958 0.541323
C 4.522182 -0.376722 1.805316
S 3.016961 0.308423 2.229175
C 1.573218 3.049115 1.498684
C 0.472450 3.539621 2.129687
C 0.766515 4.637470 2.993140
C 2.088623 4.956504 2.986774
S 2.978593 3.936007 1.941859
C 1.592611 2.530804 -0.946097
C 1.760361 1.875987 -2.131318
C 1.577150 2.712672 -3.267094
C 1.258536 3.989949 -2.916285
S 1.187298 4.174721 -1.220516
H 4.063040 1.235249 -1.078757
H 5.816311 -0.350851 0.078807
H 5.047939 -1.001748 2.511274
H -0.513619 3.127891 1.972578
H 0.026464 5.153766 3.589600
H 2.592596 5.729823 3.545683
H 1.987940 0.819347 -2.190332
H 1.681647 2.378971 -4.291800
H 1.075514 4.834333 -3.563328
C -0.618850 -2.589314 -4.364347
Sb 0.593982 -2.224109 -2.628076
C 2.237143 -1.404238 -3.743283
C 1.391668 -4.215650 -2.590396
H 0.029498 -2.901486 -5.184095
H -1.178201 -1.701750 -4.661013
H -1.329896 -3.385362 -4.139985
H 2.548362 -2.138969 -4.486274
H 3.076260 -1.169984 -3.086021
H 1.924045 -0.489374 -4.248585
H 1.295467 -4.631004 -3.593289
H 0.850008 -4.844065 -1.883843
H 2.448471 -4.202233 -2.319650

Forces on the atoms, in the same order (eV/Å):
Y 1.0 0.1 0.0
C 0.0 0.0 0.0
C 0.0 0.0 0.0
C -0.1 -0.1 0.1
C 0.0 0.0 -0.3
C 0.1 0.1 0.0
C 0.0 0.0 0.0
N 0.3 -0.1 0.2
N -0.4 0.0 -0.2
C 0.0 -0.1 0.3
C -0.1 0.0 0.0
C 0.0 0.0 0.0
C 0.0 0.0 0.0
C 0.0 0.0 0.0
C -0.7 -0.2 -0.1
H 0.0 0.0 0.0
H 0.0 0.0 0.0
H 0.0 0.0 0.0
H 0.0 0.0 0.0
H 0.0 0.0 0.0
H 0.0 0.0 0.0
H 0.0 0.0 0.0
H 0.0 0.0 0.0
H 0.0 0.0 0.0
N 0.0 0.1 0.2
C 0.1 0.0 -0.2
C -0.1 0.3 0.1
O -0.1 0.0 0.0
O -0.2 -0.2 0.0
H -0.1 0.0 -0.1
H 0.0 0.0 0.0
H 0.1 0.0 0.0
H 0.0 0.0 0.0
O 0.1 -0.1 0.0
C -0.1 0.2 -0.1
C 0.0 0.0 0.0
C 0.1 0.0 0.1
N -0.1 0.1 -0.1
C 0.0 0.0 0.0
Br -0.2 0.0 0.0
C 0.0 0.0 0.1
H 0.0 0.0 0.0
H 0.0 0.0 0.0
H 0.0 0.0 0.0
H 0.0 0.0 0.0
O 0.4 -0.1 0.1
C 0.2 0.2 0.1
C 0.0 0.1 0.0
C 0.1 -0.1 0.0
C 0.0 0.1 -0.1
C 0.0 0.0 0.0
S -0.1 0.0 0.1
C -0.1 0.1 -0.1
C -0.1 0.1 0.1
C 0.0 -0.1 -0.1
C 0.0 0.0 0.0
S 0.1 -0.1 0.0
C 0.0 -0.1 0.0
C 0.0 0.0 -0.1
C 0.0 -0.1 0.0
C 0.0 0.0 0.0
S 0.0 0.0 0.1
H 0.0 0.0 0.0
H 0.0 0.0 0.0
H 0.0 0.0 0.0
H 0.0 0.0 0.0
H 0.0 0.0 0.0
H 0.0 0.0 0.0
H 0.0 0.1 0.0
H 0.0 0.0 0.0
H 0.0 0.0 0.0
C 0.0 0.0 0.0
Sb -0.1 0.0 -0.1
C 0.0 0.0 0.0
C 0.0 0.0 0.1
H -0.1 0.0 0.0
H 0.0 0.0 0.0
H 0.0 0.0 0.0
H 0.0 0.0 0.0
H 0.0 0.0 0.0
H 0.0 0.0 0.0
H 0.0 0.0 0.0
H 0.0 0.0 0.0
H 0.0 0.0 0.0